Formula: C36H48N9O15
Source: the Open Molecules 2025 dataset
Level of theory: wB97M-V/def2-TZVPD

The geometry in XYZ format:
```
108
Properties=species:S:1:pos:R:3:forces:R:3:lowdin_charge:R:1
N 0.05921 -0.61542 0.05790 -1.751 0.666 -1.280 -0.57
O -0.51279 -1.30542 -0.84510 -0.346 0.331 1.213 -0.09
O 1.27321 -0.46942 -0.05310 1.095 0.305 0.897 -0.06
O -0.61679 -0.01042 0.94990 0.811 -0.996 -0.853 -0.06
C -4.10179 1.58058 1.18190 -2.595 5.146 -1.397 -0.06
C -5.15879 2.71458 0.80990 -1.544 -5.105 0.068 -0.01
C -6.57379 2.21758 0.36890 3.467 -1.537 0.021 0.06
C -6.89279 0.62658 0.28190 7.359 4.180 3.285 -0.10
C -5.77879 -0.30642 0.73590 -1.294 4.237 -1.659 0.10
C -4.43279 0.26758 1.01890 -6.421 2.456 -0.853 -0.09
N -8.21479 0.27958 0.09190 -2.771 3.058 -1.962 -0.40
O -9.05679 1.21858 -0.20310 2.035 -2.259 0.973 -0.01
O -8.48679 -0.87042 0.09590 -0.860 -2.161 0.322 0.11
H -3.02579 1.99058 1.45590 -2.399 -1.361 -0.594 0.12
H -4.76279 3.74058 0.98590 -1.124 -0.703 -0.563 0.07
H -7.33379 2.89958 -0.12610 1.072 -0.900 1.151 0.09
H -6.01579 -1.35442 0.65990 0.351 -0.270 0.133 0.06
H -3.60279 -0.18142 1.18090 4.792 -4.823 0.986 0.01
C 2.07121 -1.75142 3.71590 4.584 1.789 2.870 -0.15
C 2.07921 -1.60842 5.18990 -3.770 0.595 -1.007 -0.03
C 0.74121 -1.60942 5.83690 2.091 -1.159 -4.146 0.02
C -0.46479 -1.77342 4.93890 0.782 0.728 -1.489 -0.10
C -0.45579 -1.83342 3.48590 3.969 -0.749 2.951 0.08
C 1.01421 -1.91642 2.98390 -7.415 0.167 -3.485 -0.10
N -1.82179 -1.66242 5.62390 1.134 -0.242 -0.670 -0.37
O -2.84579 -1.60142 4.95290 1.017 -0.077 0.702 0.06
O -1.73279 -1.65642 6.83290 -0.951 0.077 0.151 0.06
H 2.98721 -1.48142 3.06690 -0.995 -0.911 1.605 0.12
H 3.00321 -1.28342 5.71190 -0.871 -0.690 -0.212 0.10
H 0.74121 -1.69142 6.90690 -0.670 0.426 0.173 0.08
H -1.35679 -1.89042 2.82890 1.075 0.200 0.819 0.11
H 1.08921 -1.90642 1.84690 0.094 -0.127 1.778 0.10
C -1.48579 -1.77642 -4.04910 -1.897 3.072 1.023 -0.09
C -1.32879 -2.16342 -5.36910 0.403 2.907 -0.395 -0.08
C -1.31879 -1.14042 -6.44810 -2.619 1.309 2.037 0.06
C -1.83779 0.28958 -6.21210 1.772 -4.525 5.862 -0.08
C -1.99179 0.65558 -4.68610 1.029 -6.657 -2.152 0.06
C -1.88179 -0.40242 -3.64810 1.873 0.517 -2.817 -0.03
N -1.85879 1.27858 -7.21310 0.952 2.241 -1.486 -0.36
O -1.89279 2.49658 -6.84910 -0.238 -3.017 -1.029 0.04
O -1.73479 0.88858 -8.39410 -0.474 0.951 1.954 0.05
H -1.45979 -2.43342 -3.17810 0.366 -0.280 -0.559 0.08
H -1.08379 -3.21042 -5.46310 0.150 0.035 -0.992 0.09
H -1.15479 -1.53142 -7.44410 0.086 0.511 -0.111 0.09
H -2.10379 1.59058 -4.32710 -0.638 3.179 0.482 0.04
H -1.75179 -0.15242 -2.54110 -0.679 -0.230 -1.708 0.10
C 4.28421 0.85558 1.26490 5.285 2.616 1.824 -0.03
C 5.42821 0.78758 2.32990 0.902 1.531 -2.116 -0.02
C 6.77321 1.50558 2.09590 -2.127 -0.904 -2.225 0.00
C 7.03521 2.15258 0.76590 -5.490 -0.779 -0.213 -0.07
C 5.73921 2.23558 -0.22010 1.962 0.224 3.915 0.08
C 4.39121 1.74458 0.16190 5.193 -0.593 -0.345 -0.07
N 8.26221 2.89958 0.36490 4.326 -0.265 4.437 -0.30
O 9.24621 2.94358 1.35390 -4.563 -0.418 -3.932 -0.07
O 8.47721 3.41358 -0.70410 -1.311 -0.787 0.714 0.08
H 3.38721 0.36258 1.27090 -2.106 -1.513 0.941 0.03
H 5.40521 0.24258 3.36890 -0.450 0.966 -2.470 0.10
H 7.55921 1.37658 2.88690 -0.851 0.441 -1.079 0.10
H 5.95321 2.87958 -1.08310 -0.465 -0.525 0.191 0.09
H 3.67021 1.82658 -0.63710 -0.418 0.008 0.355 0.06
C 1.95721 -4.71542 -3.30210 8.351 -2.177 -3.699 -0.25
O 2.75321 -5.31042 -4.15810 -2.923 1.059 2.076 -0.11
N 2.60621 -4.07342 -2.32810 -1.802 1.033 2.589 -0.18
C 1.84321 -3.07742 -1.57310 0.352 -0.048 2.584 -0.09
C 4.09821 -3.84342 -2.28510 -0.812 -5.458 0.241 -0.02
H 0.98221 -4.69942 -3.63310 -2.698 0.510 0.698 0.10
H 1.62321 -2.24742 -2.19210 -0.507 0.947 -0.403 0.06
H 2.46221 -2.71142 -0.72710 0.072 0.049 -0.823 0.07
H 0.95021 -3.33642 -0.92810 0.521 -0.564 -1.556 0.09
H 4.56721 -4.91442 -2.53710 -0.905 2.225 0.653 0.12
H 4.50621 -3.55942 -1.28610 -0.820 0.399 -1.151 0.10
H 4.24221 -3.34642 -3.17910 1.254 1.928 -1.302 0.05
C -4.41179 -3.27642 -1.08810 -9.798 -1.277 7.923 -0.16
O -5.74379 -3.11842 -0.88510 5.272 -0.511 -1.847 -0.15
N -3.75779 -3.79642 -0.02310 -0.613 -0.378 -2.678 -0.17
C -2.35179 -3.82942 -0.16610 -0.830 -5.097 -0.295 -0.05
C -4.36079 -4.24842 1.22890 -1.354 6.966 0.698 -0.02
H -4.04079 -2.85342 -1.90310 2.559 1.277 -3.499 0.08
H -1.97079 -3.67242 -1.13510 0.347 -0.431 -1.113 0.08
H -1.97579 -4.63042 0.47590 0.437 -0.696 -1.042 0.11
H -2.14179 -3.08642 0.36790 3.124 6.619 3.975 0.00
H -4.43779 -5.21242 1.30690 -1.759 -5.853 -0.836 0.01
H -5.38879 -3.58242 1.35190 2.703 -2.246 -0.104 0.16
H -3.70779 -4.23042 2.15490 -0.020 1.685 -1.096 0.11
C 2.00421 4.54258 -0.89210 3.761 0.913 -4.442 -0.25
O 2.87721 5.45958 -1.01610 -3.033 -2.188 1.441 -0.06
N 1.75421 3.74958 -2.04010 -0.083 -0.461 0.740 -0.16
C 1.06021 2.41058 -1.88810 3.108 -0.836 -3.136 -0.05
C 2.57521 3.92758 -3.31710 -5.436 1.524 2.162 0.00
H 1.51321 4.18758 0.00090 -0.362 0.244 0.524 0.11
H 0.44521 2.45158 -1.08710 -2.317 0.310 2.449 0.01
H 1.86121 1.61358 -1.53610 -1.656 1.156 -1.335 0.09
H 0.43321 2.05658 -2.85610 1.762 0.963 2.216 0.13
H 2.93121 4.88758 -3.39110 2.583 1.664 0.751 0.06
H 1.83821 4.12758 -4.07610 -1.035 -0.662 -0.647 0.08
H 2.97221 3.04558 -3.57510 2.616 -2.764 -0.720 0.04
C 0.17421 4.82658 3.82190 2.093 0.463 2.023 -0.35
O 0.73221 5.32658 4.78390 -0.793 1.253 0.292 -0.01
N 0.50021 3.55758 3.54090 -1.806 -1.732 -2.537 -0.14
C -0.19379 3.04458 2.35890 -2.268 -1.152 -1.759 -0.10
C 1.19521 2.61858 4.44690 4.651 9.949 -4.060 0.02
H -0.50279 5.40258 3.14590 0.338 -0.684 0.194 0.14
H -0.81679 3.83258 1.70290 1.727 -1.284 1.837 0.12
H -0.96679 2.25058 2.58490 0.534 0.840 0.341 0.07
H 0.38521 2.45258 1.62590 0.551 0.614 0.457 0.06
H 1.58921 1.83758 4.03590 2.583 -4.184 -3.873 0.03
H 0.75621 2.21058 5.12790 -6.565 -3.706 7.975 -0.01
H 2.03921 3.17958 4.97390 -1.026 -0.511 -0.929 0.14
```
Forces are in eV/Å.

## Properties
Total charge: -1
LUMO energy (hartree): 0.0026
Relative energy (zero: lowest compared OMol25 entry of this formula, charge and spin) (kcal per mole): 36.0
E_HOMO (eV): -7.4

***

Formula: C36H49CrFN5O3SSi4
Source: the Open Molecules 2025 dataset
Level of theory: wB97M-V/def2-TZVPD

The geometry in XYZ format:
```
100
Properties=species:S:1:pos:R:3:forces:R:3:lowdin_charge:R:1
Cr 0.43183 -0.58336 -0.21411 0.831 -0.023 -0.451 0.46
N 2.49668 2.75785 1.95224 0.005 0.015 -0.042 0.07
C 1.78809 2.02450 1.03848 -0.057 0.057 0.054 -0.77
S 2.09847 0.31559 1.14125 -0.080 -0.091 -0.010 0.73
N 0.97780 2.69548 0.29084 0.053 -0.081 -0.017 0.12
N -0.74982 1.11475 -0.50531 -0.146 0.023 -0.081 -0.04
C -1.86811 0.87828 -1.43128 -0.012 -0.031 -0.062 -0.05
C -2.41261 1.93289 -2.09849 -0.127 -0.071 0.018 -0.05
C -1.53583 3.13149 -2.37619 0.066 -0.022 0.039 -0.16
C -2.20909 4.32232 -2.96653 0.011 0.032 -0.023 -0.03
C -3.46650 4.28912 -3.40208 -0.038 -0.057 -0.003 -0.07
C -4.26497 3.09567 -3.18764 0.018 0.020 -0.013 -0.04
C -3.77257 1.98525 -2.61098 0.155 0.019 0.053 -0.03
C -2.14712 -0.55490 -1.69492 0.028 0.103 0.054 -0.14
C -3.19841 -1.04144 -2.47356 0.048 -0.015 0.023 0.01
C -3.30075 -2.39596 -2.73257 -0.026 0.023 -0.009 -0.03
C -2.35028 -3.26312 -2.23369 0.039 -0.014 0.019 -0.04
C -1.31353 -2.71955 -1.50455 -0.012 0.010 -0.003 -0.17
N -1.20806 -1.41683 -1.24395 -0.057 0.089 0.023 0.05
H 3.26608 2.31084 2.41827 0.001 -0.010 -0.001 0.08
H 2.56571 3.74517 1.76869 -0.003 0.002 0.015 0.09
H -0.85142 2.78685 -3.17025 -0.036 -0.008 -0.030 0.18
H -1.59837 5.20506 -3.11566 -0.004 -0.007 0.015 0.12
H -3.91470 5.14455 -3.88907 -0.001 0.004 0.008 0.11
H -5.31662 3.12857 -3.44446 0.000 -0.014 -0.001 0.11
H -4.46437 1.20589 -2.34067 -0.024 -0.008 -0.024 0.10
H -3.91601 -0.38223 -2.91862 -0.032 0.007 -0.009 0.08
H -4.12127 -2.76195 -3.33601 0.004 0.004 -0.005 0.12
H -2.38444 -4.32739 -2.41450 -0.011 0.002 0.002 0.12
H -0.52198 -3.33735 -1.10837 -0.021 0.010 -0.035 0.03
C -0.11504 6.00656 0.77491 0.008 0.014 0.012 -0.02
C -1.24005 5.51912 -0.13297 0.043 -0.039 0.019 -0.33
C -2.58847 6.14732 0.15106 -0.006 0.001 -0.017 -0.14
C -2.97735 5.80308 1.56840 -0.013 0.001 0.012 -0.15
C -2.64857 4.36706 1.91583 0.031 -0.049 -0.030 -0.13
C -3.12870 3.94012 3.13191 -0.013 0.012 0.013 0.05
C -2.92444 2.65023 3.59058 -0.007 0.025 -0.022 -0.27
F -3.40452 2.29816 4.79939 -0.004 -0.011 0.012 0.07
C -2.27271 1.75685 2.81038 -0.019 0.023 0.005 0.07
C -1.77543 2.14594 1.54675 -0.020 0.070 -0.115 -0.03
C -1.18552 1.03379 0.85085 -0.034 -0.159 0.134 -0.34
O -1.00456 -0.09867 1.31831 -0.345 0.188 0.321 0.01
C 0.20115 2.21667 -0.80674 -0.117 -0.034 0.047 -0.33
C -0.61376 3.43241 -1.20534 0.072 0.020 0.025 -0.16
N -1.34487 4.04417 -0.08032 -0.054 0.045 -0.066 0.05
C -1.89376 3.49141 1.06047 0.003 0.020 0.089 -0.04
C 1.05378 1.57764 -1.96458 0.046 0.095 -0.060 -0.53
O 1.45366 2.28674 -2.86782 -0.016 -0.034 0.053 0.09
O 1.24062 0.30349 -1.83088 -0.096 -0.159 0.149 -0.12
H -0.04982 7.09625 0.75313 -0.006 -0.001 -0.010 0.09
H 0.83409 5.58579 0.44340 -0.005 -0.008 -0.002 0.07
H -0.27001 5.68677 1.80612 -0.004 0.004 -0.001 0.09
H -0.97185 5.76237 -1.15767 -0.007 0.020 0.011 0.12
H -3.31123 5.74474 -0.56220 -0.008 -0.002 0.001 0.12
H -2.54207 7.22784 0.00580 0.006 0.002 0.004 0.12
H -4.04311 5.96935 1.73475 0.002 0.003 -0.002 0.12
H -2.45093 6.45963 2.26644 0.003 0.002 -0.003 0.12
H -3.69098 4.63250 3.74811 0.001 -0.005 0.005 0.14
H -2.12837 0.73636 3.13380 0.005 -0.003 -0.010 0.14
H 0.13284 4.15846 -1.52416 0.003 -0.008 -0.020 0.16
C -0.02326 -3.08596 3.25872 0.021 -0.011 0.013 -0.21
Si 0.27957 -4.08688 1.69089 -0.027 0.048 0.054 0.35
C -1.45493 -4.49442 1.05434 0.000 -0.030 -0.028 -0.23
C 1.01167 -5.75718 2.16351 0.047 0.003 -0.027 -0.22
Si 1.67881 -2.78024 0.30143 0.018 -0.052 -0.071 0.40
Si 2.39415 -3.69398 -1.76907 0.003 0.068 -0.011 0.36
C 3.55229 -2.42954 -2.53731 0.010 -0.014 0.001 -0.20
C 3.27252 -5.35243 -1.59888 -0.007 -0.012 0.044 -0.21
C 1.07690 -4.00373 -3.09048 -0.020 -0.030 0.024 -0.22
Si 3.70914 -2.68986 1.55387 -0.032 0.039 -0.042 0.33
C 4.99820 -1.58617 0.72815 0.003 -0.003 -0.016 -0.24
C 3.45023 -2.12153 3.33664 -0.004 0.000 -0.008 -0.24
C 4.57408 -4.35670 1.74967 0.014 -0.004 0.011 -0.21
H -0.82561 -3.54572 3.84298 0.003 0.000 0.013 0.03
H -0.31852 -2.06061 3.02309 -0.010 -0.014 -0.015 0.02
H 0.86544 -3.03518 3.88802 0.001 0.009 -0.003 0.01
H -1.95945 -5.05529 1.84674 -0.002 -0.015 -0.006 0.03
H -1.44685 -5.12478 0.16144 -0.017 0.011 0.001 0.03
H -2.05754 -3.60743 0.84962 0.019 -0.005 0.017 0.02
H 0.30363 -6.32155 2.77667 -0.018 0.016 -0.002 0.03
H 1.93400 -5.65050 2.73452 0.009 0.009 0.009 0.01
H 1.23819 -6.35279 1.27595 0.007 -0.006 0.012 0.02
H 4.49800 -2.35837 -1.99999 0.007 0.011 0.012 0.01
H 3.09283 -1.43804 -2.54154 -0.005 -0.006 0.001 0.02
H 3.77199 -2.70603 -3.57262 0.014 -0.009 0.004 0.03
H 4.20512 -5.26972 -1.04245 -0.007 -0.002 -0.006 0.00
H 3.51000 -5.75545 -2.58732 -0.017 0.018 -0.014 0.03
H 2.64056 -6.07880 -1.08209 0.019 -0.012 -0.002 0.02
H 0.55334 -3.09695 -3.39758 0.002 0.013 0.025 0.03
H 0.34078 -4.75705 -2.79816 -0.006 0.012 -0.017 0.02
H 1.60568 -4.38647 -3.96858 -0.012 -0.013 -0.004 0.03
H 4.57215 -0.70040 0.25874 0.019 -0.025 0.006 -0.01
H 5.54747 -2.14871 -0.02971 -0.007 -0.005 -0.007 0.02
H 5.72276 -1.26143 1.48080 0.002 0.005 0.000 0.03
H 2.71056 -1.33073 3.44797 0.000 0.017 -0.012 -0.01
H 4.40606 -1.75400 3.72236 -0.008 0.003 0.006 0.03
H 3.15314 -2.96653 3.96202 -0.024 -0.006 -0.004 0.02
H 4.92563 -4.77615 0.80838 0.002 0.019 -0.003 0.00
H 3.96006 -5.10765 2.24596 -0.023 -0.006 -0.011 0.01
H 5.45338 -4.18324 2.37933 0.002 -0.017 -0.001 0.04
```
Forces are in eV/Å.

## Properties
2S+1: 4
LUMO energy (alpha / beta) (hartree): -0.0445 / -0.0451
E_HOMO (alpha / beta) (eV): -7.6 / -7.2
⟨S²⟩: 3.87

***

Sequential total energy output: -3020.85447; -4601.34354 Ha